{"formula": "C3H8OS", "method": "ωB97M-V/def2-TZVPD", "symbols": ["C", "C", "O", "H", "H", "H", "H", "C", "S", "H", "H", "H", "H"], "xyz": [[-1.6491, -1.7025, -1.0802], [-1.6363, -1.5076, -2.3939], [-0.4447, -1.1342, -2.9565], [-2.3813, -2.0920, -0.3875], [-0.6899, -1.7430, -0.5798], [-2.4653, -1.6505, -3.0741], [-0.5472, -1.1882, -3.8912], [1.8626, 1.4625, 2.7170], [1.7654, 2.8021, 1.4280], [2.2977, 1.9251, 3.6026], [0.8871, 1.1116, 3.0151], [2.5561, 0.7050, 2.3662], [0.4448, 3.0116, 1.2343]], "mulliken_charge": [-0.758, 0.158, -0.467, 0.273, 0.197, 0.262, 0.335, -0.685, -0.206, 0.265, 0.280, 0.235, 0.111], "e_tot_ev": -16121.8696, "gap_ev": 9.80, "relative_energy_kj_mol": 132.0, "multiplicity": 1}